Record 1
{
  "formula": "C33H59N4O3PTi",
  "method": "the ωB97M-V functional and the def2-TZVPD basis",
  "species": ["Ti", "N", "C", "C", "N", "C", "C", "N", "C", "C", "N", "H", "H", "H", "H", "H", "H", "H", "H", "H", "H", "H", "H", "H", "H", "H", "H", "H", "H", "C", "O", "C", "C", "C", "C", "C", "C", "O", "C", "O", "C", "H", "H", "H", "H", "H", "H", "H", "H", "H", "C", "C", "C", "C", "H", "H", "H", "H", "H", "H", "H", "H", "H", "C", "C", "C", "C", "P", "C", "C", "C", "C", "C", "C", "C", "C", "C", "C", "H", "H", "H", "H", "H", "H", "H", "H", "H", "H", "H", "H", "H", "H", "H", "H", "H", "H", "H", "H", "H", "H", "H"],
  "positions_angstrom": [[0.63, -1.95, -0.86], [-0.61, -3.83, -1.05], [0.21, -5.12, -1.14], [1.55, -4.89, -0.46], [2.21, -3.60, -0.89], [2.89, -3.70, -2.28], [3.93, -2.66, -2.69], [3.49, -1.26, -2.88], [3.16, -3.25, 0.22], [3.46, -1.76, 0.29], [2.52, -1.00, -0.53], [-1.21, -3.93, -0.23], [-1.28, -3.81, -1.83], [0.27, -5.44, -2.20], [-0.31, -5.97, -0.62], [2.19, -5.77, -0.66], [1.39, -4.85, 0.62], [2.12, -3.69, -3.09], [3.29, -4.72, -2.34], [4.29, -3.01, -3.71], [4.77, -2.72, -1.99], [2.74, -1.30, -3.58], [4.21, -0.67, -3.31], [4.06, -3.91, 0.15], [2.65, -3.58, 1.14], [4.47, -1.57, -0.02], [3.37, -1.49, 1.33], [3.04, -0.83, -1.51], [2.39, -0.07, -0.14], [-2.34, -4.15, -6.68], [-2.31, -2.72, -6.70], [-1.63, -2.02, -5.74], [-1.92, -0.62, -5.75], [-1.56, 0.17, -4.65], [-0.77, -0.41, -3.64], [-0.39, 0.32, -2.50], [-0.27, 1.82, -2.61], [-0.13, -0.27, -1.37], [-0.31, -1.82, -3.70], [0.59, -2.27, -2.83], [-0.77, -2.60, -4.77], [-2.78, -4.43, -7.69], [-3.02, -4.51, -5.92], [-1.32, -4.60, -6.59], [-2.55, -0.27, -6.56], [-1.97, 1.17, -4.51], [0.18, 2.09, -3.57], [0.37, 2.23, -1.82], [-1.23, 2.28, -2.58], [-0.48, -3.65, -4.75], [-0.13, -3.26, 2.80], [-1.03, -2.36, 1.99], [-1.81, -1.39, 2.88], [-0.26, -1.57, 0.93], [-0.79, -3.88, 3.43], [0.57, -2.66, 3.45], [0.48, -3.94, 2.18], [-1.75, -2.99, 1.43], [-1.08, -0.63, 3.27], [-2.24, -1.89, 3.77], [-2.60, -0.94, 2.28], [0.62, -1.18, 1.48], [-0.87, -0.71, 0.57], [0.55, 5.60, 2.67], [0.59, 4.61, 1.51], [0.18, 5.28, 0.20], [1.97, 4.04, 1.31], [-0.50, 3.12, 1.91], [-0.41, 2.85, 3.71], [0.35, 1.72, 4.06], [0.44, 1.34, 5.41], [-0.19, 2.08, 6.41], [-1.02, 3.13, 6.04], [-1.13, 3.53, 4.72], [-2.39, 3.62, 1.77], [-2.84, 5.05, 2.13], [-3.22, 2.54, 2.49], [-2.68, 3.32, 0.28], [1.05, 6.51, 2.27], [1.07, 5.24, 3.57], [-0.42, 5.86, 3.02], [0.89, 6.14, 0.05], [-0.83, 5.67, 0.20], [0.27, 4.57, -0.67], [2.69, 4.87, 0.99], [1.98, 3.29, 0.50], [2.48, 3.61, 2.21], [0.87, 1.17, 3.25], [1.00, 0.45, 5.64], [-0.05, 1.84, 7.44], [-1.59, 3.72, 6.76], [-1.80, 4.38, 4.53], [-3.22, 5.09, 3.16], [-3.69, 5.30, 1.49], [-2.09, 5.85, 1.98], [-2.96, 2.46, 3.58], [-3.04, 1.57, 2.02], [-4.27, 2.82, 2.40], [-2.21, 4.04, -0.44], [-3.80, 3.39, 0.14], [-2.36, 2.29, -0.06]],
  "e_homo_ev": [-4.026, -6.824],
  "s_squared": 2.04,
  "largest_force_ev_per_a": 2.25,
  "multiplicity": 3
}

***

Record 2
{
  "formula": "C33H59N5O7S6",
  "method": "the ωB97M-V functional and the def2-TZVPD basis",
  "species": ["C", "C", "C", "C", "N", "C", "C", "C", "O", "C", "C", "C", "N", "N", "N", "C", "C", "N", "C", "C", "C", "C", "C", "C", "C", "C", "C", "H", "H", "H", "H", "H", "H", "H", "H", "H", "H", "H", "H", "H", "H", "H", "H", "H", "H", "H", "H", "H", "H", "H", "C", "S", "O", "C", "H", "H", "H", "H", "H", "H", "C", "S", "O", "C", "H", "H", "H", "H", "H", "H", "C", "S", "O", "C", "H", "H", "H", "H", "H", "H", "C", "S", "O", "C", "H", "H", "H", "H", "H", "H", "C", "S", "O", "C", "H", "H", "H", "H", "H", "H", "C", "S", "O", "C", "H", "H", "H", "H", "H", "H"],
  "positions_angstrom": [[1.63, 4.98, 6.30], [1.11, 5.33, 5.02], [0.71, 5.71, 3.44], [1.43, 4.58, 2.43], [2.76, 4.97, 1.85], [3.25, 3.82, 1.02], [4.74, 4.02, 0.29], [5.44, 2.85, -0.65], [6.77, 3.01, -1.31], [4.67, 1.42, -0.90], [5.26, 0.15, -1.78], [6.04, -0.83, -0.69], [5.66, -2.29, -0.78], [7.55, -0.65, -0.99], [5.81, -0.41, 0.76], [3.19, 1.24, -0.22], [2.49, 2.41, 0.73], [1.14, 2.11, 1.31], [0.61, 3.20, 2.19], [-0.86, 2.95, 2.92], [-1.57, 1.52, 2.52], [-2.70, 1.65, 1.31], [-3.17, 3.06, 0.61], [-4.35, 3.11, -0.57], [-5.04, 1.67, -1.00], [-4.56, 0.22, -0.32], [-3.39, 0.20, 0.84], [2.27, 4.42, 7.14], [-0.45, 5.69, 3.32], [1.15, 6.79, 3.20], [5.36, 5.02, 0.43], [6.99, 3.99, -1.23], [4.32, -0.47, -2.15], [5.93, 0.47, -2.69], [4.63, -2.43, -0.92], [6.22, -2.78, -1.51], [8.07, -1.26, -0.31], [7.72, 0.36, -0.73], [6.66, -0.59, 1.36], [5.06, -1.03, 1.19], [2.58, 0.22, -0.37], [-1.56, 3.89, 2.77], [-0.63, 2.89, 4.09], [-0.83, 0.65, 2.30], [-2.19, 1.19, 3.48], [-2.68, 4.10, 0.91], [-4.69, 4.13, -1.07], [-5.90, 1.70, -1.82], [-5.05, -0.80, -0.67], [-3.08, -0.83, 1.32], [-5.25, -5.16, 0.72], [-3.99, -4.03, 0.07], [-4.22, -2.69, 0.71], [-4.66, -3.95, -1.61], [-5.06, -5.33, 1.78], [-6.24, -4.72, 0.59], [-5.19, -6.11, 0.18], [-5.69, -3.59, -1.58], [-4.62, -4.95, -2.06], [-4.04, -3.27, -2.19], [9.70, 3.24, -2.93], [10.96, 4.37, -3.57], [10.74, 5.71, -2.94], [10.30, 4.45, -5.25], [9.90, 3.08, -1.87], [8.71, 3.68, -3.05], [9.76, 2.29, -3.46], [9.27, 4.81, -5.23], [10.33, 3.46, -5.71], [10.91, 5.14, -5.84], [0.45, -6.47, 2.06], [-1.12, -5.66, 1.66], [-1.37, -5.85, 0.20], [-0.50, -3.97, 1.89], [0.32, -7.55, 1.95], [1.23, -6.13, 1.37], [0.73, -6.25, 3.09], [0.34, -3.79, 1.21], [-0.19, -3.83, 2.92], [-1.31, -3.27, 1.65], [-8.18, -5.25, 4.09], [-6.45, -5.66, 4.40], [-5.91, -6.31, 3.16], [-6.78, -6.98, 5.60], [-8.22, -4.46, 3.34], [-8.71, -6.13, 3.73], [-8.64, -4.89, 5.01], [-7.40, -7.75, 5.14], [-7.29, -6.55, 6.47], [-5.83, -7.41, 5.91], [-2.19, 7.63, -0.99], [-3.49, 7.74, 0.26], [-3.89, 6.34, 0.62], [-4.76, 8.40, -0.84], [-1.30, 7.20, -0.54], [-2.52, 6.99, -1.82], [-1.96, 8.63, -1.37], [-4.93, 7.71, -1.67], [-4.44, 9.38, -1.22], [-5.68, 8.52, -0.28], [-1.58, -5.72, -4.75], [-3.06, -4.77, -5.17], [-4.15, -5.21, -4.24], [-3.34, -5.57, -6.77], [-1.24, -5.42, -3.75], [-1.81, -6.79, -4.74], [-0.79, -5.51, -5.48], [-3.46, -6.64, -6.63], [-2.49, -5.37, -7.43], [-4.25, -5.15, -7.21]],
  "e_homo_ev": -7.403,
  "largest_force_ev_per_a": 10.16,
  "multiplicity": 1
}

***

Record 3
{
  "formula": "C33H60BrClN3O7PS",
  "method": "the ωB97M-V functional and the def2-TZVPD basis",
  "species": ["C", "C", "C", "C", "C", "C", "C", "C", "C", "C", "C", "C", "N", "C", "C", "C", "O", "C", "C", "C", "C", "C", "C", "O", "C", "C", "C", "C", "Cl", "C", "O", "C", "Br", "P", "O", "O", "S", "H", "H", "H", "H", "H", "H", "H", "H", "H", "H", "H", "H", "H", "H", "H", "H", "H", "H", "H", "H", "H", "H", "H", "H", "H", "H", "H", "H", "H", "H", "H", "H", "H", "H", "H", "H", "H", "H", "H", "H", "H", "H", "H", "H", "H", "H", "C", "N", "C", "C", "O", "H", "H", "H", "H", "H", "H", "H", "C", "N", "C", "C", "O", "H", "H", "H", "H", "H", "H", "H"],
  "positions_angstrom": [[9.24, 0.07, 2.04], [8.74, 0.50, 0.53], [7.76, 1.85, 0.60], [6.30, 1.41, -0.01], [5.19, 2.66, -0.02], [3.81, 2.03, -0.68], [2.86, 3.15, -1.43], [1.26, 2.89, -1.02], [0.69, 1.55, -1.83], [-0.92, 1.33, -1.69], [-1.38, 0.24, -0.51], [-0.25, -0.06, 0.61], [0.76, -1.17, 0.25], [2.12, -0.89, 0.83], [-1.53, -1.19, -1.38], [-2.14, -2.43, -0.50], [-2.44, -2.40, 0.81], [-2.49, -3.88, -1.26], [-4.12, -4.22, -1.34], [-4.73, -5.62, -1.99], [-3.59, -6.69, -2.57], [-1.97, -6.33, -2.51], [-1.37, -4.92, -1.84], [-2.71, 0.56, -0.10], [-2.92, 1.46, 1.00], [-1.98, 2.78, 1.14], [-1.92, 3.46, 2.63], [-1.43, 5.05, 2.38], [-1.96, 5.95, 3.94], [-3.09, 0.67, 2.47], [-4.13, 1.23, 3.33], [-4.61, 0.28, 4.34], [-3.28, 0.18, 5.88], [-4.71, 2.19, 0.69], [-4.63, 2.78, -0.99], [-5.05, 3.59, 1.65], [-6.10, 0.82, 0.69], [8.65, -0.88, 2.44], [10.41, -0.12, 2.00], [9.04, 0.96, 2.81], [8.09, -0.37, 0.05], [9.62, 0.74, -0.21], [7.62, 2.20, 1.72], [8.17, 2.73, -0.07], [6.37, 1.05, -1.14], [5.83, 0.55, 0.66], [5.59, 3.59, -0.62], [4.90, 2.96, 1.10], [3.18, 1.63, 0.25], [4.04, 1.10, -1.38], [3.00, 3.04, -2.61], [3.20, 4.24, -1.15], [1.26, 2.77, 0.15], [0.67, 3.86, -1.37], [1.36, 0.62, -1.58], [0.90, 1.80, -2.98], [-1.44, 2.38, -1.57], [-1.30, 0.91, -2.75], [0.44, 0.88, 0.87], [-0.67, -0.41, 1.67], [0.37, -2.06, 0.65], [2.58, -1.95, 1.13], [2.12, -0.21, 1.78], [2.81, -0.50, -0.05], [-2.37, -0.93, -2.19], [-0.57, -1.44, -2.01], [-4.93, -3.46, -0.92], [-5.89, -5.85, -2.01], [-4.00, -7.70, -3.01], [-1.20, -7.12, -2.92], [-0.21, -4.69, -1.77], [-0.87, 2.65, 0.78], [-2.45, 3.61, 0.42], [-2.94, 3.54, 3.19], [-1.05, 2.99, 3.30], [-2.14, 5.46, 1.53], [-0.29, 5.14, 2.15], [-3.34, -0.48, 2.33], [-2.02, 0.68, 3.00], [-4.74, -0.82, 3.97], [-5.67, 0.60, 4.79], [-5.52, 3.20, -1.23], [-5.99, 3.57, 2.00], [-6.90, -11.62, -2.44], [-6.92, -10.18, -2.27], [-6.91, -9.22, -3.24], [-6.87, -9.66, -4.68], [-6.93, -8.03, -2.92], [-7.80, -12.02, -1.97], [-6.02, -12.00, -1.93], [-6.87, -11.91, -3.49], [-6.95, -9.81, -1.33], [-6.87, -8.78, -5.33], [-5.96, -10.24, -4.87], [-7.76, -10.26, -4.91], [6.38, 7.41, 0.86], [5.47, 6.29, 0.78], [4.16, 6.24, 1.14], [3.53, 7.48, 1.70], [3.52, 5.19, 1.01], [6.74, 7.62, -0.14], [7.22, 7.12, 1.50], [5.90, 8.30, 1.27], [5.82, 5.41, 0.41], [2.48, 7.29, 1.95], [4.04, 7.78, 2.62], [3.57, 8.29, 0.97]],
  "e_homo_ev": -8.285,
  "largest_force_ev_per_a": 8.03,
  "smiles": "CCCCCCCCCC[C@](CNC)(CC(=O)c1ccccc1)O[C@](CCCCl)(COCBr)P(O)(O)=S.CNC(C)=O.CNC(C)=O",
  "multiplicity": 1
}

***

Record 4
{
  "formula": "C33H63BN2O16S4",
  "method": "the ωB97M-V functional and the def2-TZVPD basis",
  "species": ["H", "N", "C", "C", "C", "C", "C", "C", "C", "C", "C", "C", "C", "C", "C", "C", "C", "C", "C", "C", "C", "B", "O", "O", "C", "O", "N", "C", "O", "H", "H", "H", "H", "H", "H", "H", "H", "H", "H", "H", "H", "H", "H", "H", "H", "H", "H", "H", "H", "H", "H", "H", "H", "H", "H", "H", "H", "H", "H", "C", "C", "O", "S", "C", "O", "O", "H", "H", "H", "H", "H", "H", "H", "H", "C", "C", "O", "S", "C", "O", "O", "H", "H", "H", "H", "H", "H", "H", "H", "C", "C", "O", "S", "C", "O", "O", "H", "H", "H", "H", "H", "H", "H", "H", "C", "C", "O", "S", "C", "O", "O", "H", "H", "H", "H", "H", "H", "H", "H"],
  "positions_angstrom": [[-2.06, -0.76, 2.33], [-1.77, -0.08, 1.63], [-1.40, -0.65, 0.56], [-0.91, 0.14, -0.62], [-1.67, 1.44, -0.77], [-2.99, 1.39, -1.31], [-3.56, 0.07, -1.78], [-3.52, -0.13, -3.31], [-2.22, 0.27, -4.02], [-1.13, -0.82, -3.99], [0.28, -0.24, -3.84], [1.24, -1.26, -3.21], [-3.77, 2.55, -1.45], [-5.20, 2.57, -1.96], [-6.22, 2.76, -0.80], [-6.91, 1.47, -0.41], [-7.23, 3.88, -1.11], [-3.17, 3.75, -1.09], [-1.88, 3.81, -0.57], [-1.09, 2.68, -0.37], [0.29, 2.78, 0.24], [0.17, 3.18, 1.80], [-0.32, 2.29, 2.70], [0.59, 4.42, 2.26], [-1.59, 5.23, -0.32], [-0.55, 5.82, -0.17], [-2.83, 5.91, -0.34], [-3.69, 5.14, -1.16], [-4.58, 5.59, -1.80], [-1.42, -1.74, 0.47], [-1.05, -0.48, -1.49], [0.14, 0.30, -0.42], [-4.60, 0.04, -1.47], [-3.08, -0.77, -1.30], [-4.34, 0.37, -3.81], [-3.66, -1.20, -3.50], [-1.80, 1.21, -3.65], [-2.48, 0.45, -5.06], [-1.34, -1.53, -3.19], [-1.15, -1.38, -4.92], [0.64, 0.13, -4.79], [0.22, 0.59, -3.14], [0.89, -2.27, -3.42], [1.29, -1.13, -2.13], [2.25, -1.13, -3.58], [-5.40, 1.64, -2.48], [-5.27, 3.38, -2.67], [-5.65, 3.10, 0.06], [-7.57, 1.14, -1.22], [-7.48, 1.62, 0.50], [-6.21, 0.67, -0.21], [-7.40, 3.98, -2.18], [-8.17, 3.68, -0.59], [-6.84, 4.83, -0.76], [0.81, 1.84, 0.11], [0.85, 3.55, -0.28], [-0.75, 1.54, 2.25], [-0.16, 5.00, 2.36], [-2.76, 6.84, -0.74], [-2.22, -6.00, 1.55], [-0.71, -5.87, 1.64], [-0.07, -6.09, 0.36], [-0.16, -4.95, -0.73], [1.03, -5.62, -1.85], [0.35, -3.73, -0.18], [-1.45, -4.98, -1.35], [-2.66, -5.20, 0.95], [-2.65, -5.94, 2.55], [-2.50, -6.94, 1.09], [-0.42, -4.91, 2.05], [-0.32, -6.64, 2.30], [2.00, -5.62, -1.37], [1.04, -4.98, -2.72], [0.72, -6.63, -2.12], [2.93, -3.45, 2.59], [4.12, -4.29, 3.02], [4.02, -4.68, 4.41], [2.98, -5.81, 4.80], [3.56, -6.07, 6.45], [3.24, -6.97, 4.01], [1.67, -5.25, 4.85], [2.01, -4.02, 2.60], [3.08, -3.08, 1.58], [2.80, -2.60, 3.26], [4.23, -5.18, 2.39], [5.03, -3.71, 2.94], [4.57, -6.47, 6.40], [2.89, -6.78, 6.91], [3.53, -5.12, 6.98], [4.62, -1.15, 6.42], [5.56, -0.31, 5.58], [6.96, -0.59, 5.85], [7.56, -1.95, 5.28], [9.25, -1.59, 5.56], [7.30, -2.01, 3.88], [7.16, -3.03, 6.13], [4.68, -2.21, 6.16], [3.59, -0.82, 6.26], [4.86, -1.05, 7.48], [5.37, -0.45, 4.51], [5.44, 0.74, 5.80], [9.55, -0.76, 4.94], [9.81, -2.49, 5.29], [9.39, -1.37, 6.62], [1.26, 4.88, -7.15], [1.59, 4.58, -5.70], [0.94, 5.49, -4.78], [-0.62, 5.29, -4.52], [-0.74, 6.34, -3.12], [-0.84, 3.93, -4.12], [-1.35, 5.85, -5.61], [0.21, 4.70, -7.36], [1.86, 4.25, -7.80], [1.46, 5.93, -7.38], [1.33, 3.55, -5.43], [2.65, 4.71, -5.52], [-0.15, 5.93, -2.31], [-1.79, 6.39, -2.85], [-0.39, 7.34, -3.39]],
  "e_homo_ev": -8.846,
  "largest_force_ev_per_a": 1.39,
  "smiles": "[H]/N=C/Cc1c(CCCCCC)c(CC(C)C)c2c(c1CB(O)O)C(=O)NC2=O.CCOS(C)(=O)=O.CCOS(C)(=O)=O.CCOS(C)(=O)=O.CCOS(C)(=O)=O",
  "multiplicity": 1
}